(1)
Computed, not measured: a single C5H11NO molecule in a non-equilibrium geometry, with ωB97M-V/def2-TZVPD.

XYZ file:
```
18
Properties=species:S:1:pos:R:3:forces:R:3
C -1.999422 -0.951831 -0.594498 -0.14 -0.03 -0.08
C -1.590402 0.103593 0.419699 -0.20 0.01 -0.03
N -0.168399 0.004077 0.586404 -0.12 -0.78 -0.04
C 0.652186 0.681262 1.521646 0.23 0.44 -0.32
C 0.807761 0.811381 -0.044139 0.28 -0.11 0.45
C 2.050158 0.222887 -0.693259 0.21 0.17 0.23
O 1.823830 -0.849566 -1.577490 -0.23 -0.24 0.08
H -3.075644 -0.933784 -0.776710 0.04 -0.02 -0.05
H -1.713754 -1.943681 -0.226769 -0.10 0.17 -0.06
H -1.472536 -0.785016 -1.541518 -0.14 -0.01 0.12
H -1.936636 1.106936 0.113837 0.17 -0.07 0.01
H -2.022316 -0.106542 1.404857 -0.10 0.03 -0.20
H 0.486151 1.631626 2.017297 -0.98 0.08 -0.09
H 1.087058 -0.057892 2.221274 0.84 0.69 -0.78
H 0.381293 1.659042 -0.628139 0.36 -0.01 1.03
H 2.550796 1.005706 -1.276776 -0.14 -0.13 0.14
H 2.729822 -0.055738 0.121331 0.07 -0.19 -0.21
H 1.410058 -1.542468 -1.047039 -0.06 0.01 -0.18
```
Positions in Å, forces in eV/Å.

Calculated values
HOMO energy, eV: -8.96
Structure (SMILES): CCN1C[C@H]1CO
2S+1: 1
HOMO-LUMO gap, eV: 10.092
Total energy, Ha: -327.02610

List of Mulliken charges in e, atom by atom: -1.120, -0.405, -0.024, -0.523, -0.042, -0.750, -0.520, 0.383, 0.294, 0.269, 0.339, 0.300, 0.283, 0.252, 0.359, 0.325, 0.260, 0.320

(2)
Computed, not measured: 2 unconnected molecules or ions with the total composition C5H11NO, with ωB97M-V/def2-TZVPD.

XYZ file:
```
18
Properties=species:S:1:pos:R:3:forces:R:3
C -1.825665 -1.191240 -1.113528 -0.21 -0.19 -0.16
C -1.223136 -0.491984 0.117704 0.13 0.03 -0.02
C -0.107158 0.273667 -0.507974 0.26 -0.02 -0.07
N 1.042015 -0.234473 -0.705230 -0.24 0.16 0.02
C 1.865722 0.438391 -1.616770 -0.04 0.15 -0.44
O 1.484526 0.874602 -2.679342 0.16 -0.14 0.42
H -1.306705 -2.134509 -1.285118 0.03 0.10 -0.08
H -2.884869 -1.398798 -1.015059 -0.18 -0.04 0.16
H -1.698658 -0.574206 -2.010490 -0.08 -0.11 0.09
H -1.945297 0.177139 0.607123 0.24 -0.20 -0.16
H -0.835700 -1.224419 0.835659 -0.16 0.22 -0.15
H -0.370922 1.240207 -0.959887 0.07 -0.05 0.09
H 2.925335 0.476659 -1.323401 -0.05 0.00 0.07
C 0.986515 0.839575 2.377858 0.03 0.02 0.16
H -0.027774 0.458545 2.266185 0.05 0.13 -0.03
H 1.139589 1.087450 3.425023 0.09 -0.04 0.08
H 1.684695 0.060867 2.061747 -0.06 0.22 0.03
H 1.126408 1.750234 1.788826 -0.04 -0.23 -0.01
```
Positions in Å, forces in eV/Å.

Calculated values
HOMO energy, eV: -9.97
Structure (SMILES): CC/C=N/C=O.C
2S+1: 1
HOMO-LUMO gap, eV: 10.528
Total energy, Ha: -327.07275

List of Mulliken charges in e, atom by atom: -1.223, -0.324, -0.072, -0.466, 0.101, -0.487, 0.319, 0.348, 0.336, 0.303, 0.323, 0.456, 0.379, -0.978, 0.151, 0.336, 0.265, 0.233

(3)
Computed, not measured: a single C5H11NO molecule in a non-equilibrium geometry, with ωB97M-V/def2-TZVPD.

XYZ file:
```
18
Properties=species:S:1:pos:R:3:forces:R:3
O 0.397974 0.755976 2.723741 -0.06 0.07 -0.31
C -0.427409 0.178405 1.714757 -0.14 -0.27 0.43
C -0.217306 0.745846 0.311644 0.79 -0.23 0.28
C -1.082040 -0.091043 -0.663419 -0.68 0.32 -0.66
C -0.182679 -0.498086 -1.837807 1.45 -0.86 1.03
C 1.162248 -0.589778 -1.086246 0.16 1.36 0.54
N 1.154962 0.539200 -0.153868 -0.10 -0.44 0.70
H 0.261416 0.211382 3.507958 0.15 0.24 -0.06
H -1.476952 0.334934 2.006134 -0.03 -0.14 -0.24
H -0.233937 -0.902164 1.689631 -0.06 0.02 -0.14
H -0.419020 1.812994 0.370604 -0.26 0.12 -0.30
H -1.958364 0.421538 -1.066202 -0.08 0.05 0.42
H -1.408804 -0.973251 -0.110345 -0.20 -0.09 -0.24
H -0.320199 -1.518946 -2.191717 -0.79 0.19 -0.43
H -0.142327 0.227325 -2.643298 -0.13 0.05 -0.10
H 1.165350 -1.503567 -0.490787 0.07 -0.23 -0.09
H 2.104064 -0.519323 -1.620044 -0.09 -0.31 -0.54
H 1.623026 1.368565 -0.460737 0.00 0.15 -0.30
```
Positions in Å, forces in eV/Å.

Calculated values
HOMO energy, eV: -8.45
Structure (SMILES): OC[C@@H]1CCCN1
2S+1: 1
HOMO-LUMO gap, eV: 9.449
Total energy, Ha: -327.07975

List of Mulliken charges in e, atom by atom: -0.528, -0.754, -0.037, -0.755, -0.475, -0.677, -0.343, 0.321, 0.327, 0.295, 0.406, 0.368, 0.317, 0.308, 0.316, 0.216, 0.423, 0.272

(4)
Computed, not measured: 2 unconnected molecules or ions with the total composition C5H11NO, with ωB97M-V/def2-TZVPD.

XYZ file:
```
18
Properties=species:S:1:pos:R:3:forces:R:3
C 0.733430 -2.046721 0.102683 0.04 -0.23 0.00
N 0.273788 -0.680444 0.111164 -0.45 0.11 -0.20
C -0.926126 -0.399836 -0.187136 0.25 -0.39 0.01
C -2.066727 -1.338164 -0.478106 -0.03 -0.08 0.01
O -1.299707 0.889745 -0.303487 0.12 0.12 0.01
H 1.277925 -2.265686 1.028305 -0.10 0.05 -0.13
H -0.052539 -2.804777 -0.021221 0.10 0.09 0.03
H 1.446494 -2.163117 -0.722704 -0.08 -0.07 0.13
H -3.000986 -0.778369 -0.535284 0.13 -0.07 0.01
H -2.151006 -2.106122 0.295578 0.01 0.10 -0.12
H -1.896715 -1.840071 -1.435859 -0.06 0.05 0.11
H -0.480695 1.416286 -0.215856 -0.14 -0.03 0.07
C 1.193308 2.884618 0.023266 0.09 -0.06 0.11
C 1.536923 1.838521 0.770191 0.01 0.20 -0.07
H 1.658453 3.070951 -0.941405 -0.04 0.00 0.15
H 0.422222 3.583176 0.340896 0.12 -0.07 -0.02
H 1.049678 1.622308 1.718224 0.10 0.10 -0.12
H 2.282281 1.117704 0.450751 -0.09 0.18 0.03
```
Positions in Å, forces in eV/Å.

Calculated values
HOMO energy, eV: -9.24
Structure (SMILES): C/N=C(\C)O.C=C
2S+1: 1
HOMO-LUMO gap, eV: 10.256
Total energy, Ha: -327.06410

List of Mulliken charges in e, atom by atom: -0.965, -0.336, 0.879, -1.265, -0.466, 0.268, 0.361, 0.271, 0.298, 0.353, 0.314, 0.270, -0.526, -0.512, 0.243, 0.321, 0.292, 0.200

(5)
Computed, not measured: 2 unconnected molecules or ions with the total composition C5H11NO in a non-equilibrium geometry, with ωB97M-V/def2-TZVPD.

XYZ file:
```
18
Properties=species:S:1:pos:R:3:forces:R:3
C 0.039159 -0.997330 -3.500460 0.31 1.38 -0.53
C -0.047678 -0.118321 -2.494527 -0.05 -1.45 0.82
C 0.408437 -0.550035 -1.145393 -0.60 1.40 -1.38
C -0.060785 0.051458 -0.052583 0.97 -0.61 1.52
C 0.071216 -0.681496 1.288885 -1.08 -0.02 -0.43
N -1.145230 -0.839506 2.116075 -1.39 0.98 -0.25
H -0.464177 -0.782839 -4.435468 0.03 -0.13 -0.05
H 0.758676 -1.806168 -3.507991 -0.27 -0.25 0.28
H -0.734326 0.719479 -2.500945 0.11 0.13 -0.31
H 1.030310 -1.435178 -1.185518 -0.24 -0.28 0.59
H -0.472704 1.048964 -0.051415 -0.52 0.05 -0.36
H 0.740219 -0.265549 2.035955 0.89 -0.11 -0.55
H 0.292635 -1.674783 0.896545 0.71 -0.17 0.95
H -1.283597 -0.052056 2.745565 0.94 -0.03 0.42
H -2.007902 -0.658130 1.600258 0.20 -0.86 -0.70
O 1.001962 2.649630 3.095720 -0.47 0.13 0.09
H 1.649085 2.353166 2.444430 -0.42 0.23 -0.14
H 0.224702 3.038695 2.650866 0.88 -0.39 0.02
```
Positions in Å, forces in eV/Å.

Calculated values
HOMO energy, eV: -8.75
Structure (SMILES): C=C/C=C/CN.O
2S+1: 1
HOMO-LUMO gap, eV: 9.442
Total energy, Ha: -327.02724

List of Mulliken charges in e, atom by atom: -0.779, -0.194, -0.019, -0.358, -0.421, -0.639, 0.263, 0.243, 0.263, 0.302, 0.329, 0.307, 0.226, 0.251, 0.232, -0.640, 0.318, 0.315

(6)
Computed, not measured: a single C5H11NO molecule in a non-equilibrium geometry, with ωB97M-V/def2-TZVPD.

XYZ file:
```
18
Properties=species:S:1:pos:R:3:forces:R:3
C -1.163927 1.804272 -0.723341 1.69 0.92 -0.76
N -1.415409 0.450180 -1.121916 -0.28 -1.02 0.59
C -0.613173 -0.619675 -0.780171 0.25 0.95 -0.22
O -0.856191 -1.720051 -1.225549 -0.26 -0.32 0.24
C 0.591414 -0.328635 0.103882 1.16 -1.08 0.30
C 1.564176 -1.540282 0.009842 -0.40 0.70 0.03
C 0.252444 -0.042648 1.588553 -0.49 0.80 -0.84
H -1.922840 2.550875 -0.880019 -1.05 -0.45 0.25
H -0.729548 1.897747 0.265693 -0.41 -0.04 0.34
H -0.385688 2.236102 -1.378928 0.08 -0.31 0.08
H -2.316829 0.075763 -1.374597 -0.22 0.68 -0.31
H 1.177705 0.506279 -0.271155 -0.43 0.35 -0.32
H 1.427314 -1.987894 -0.965323 0.20 -0.36 -0.03
H 1.315749 -2.239369 0.800390 0.04 -0.39 -0.14
H 2.603549 -1.231670 0.129030 -0.06 0.05 0.09
H 0.758957 0.872810 1.880890 0.34 -0.15 0.40
H -0.799016 0.195348 1.726483 -0.26 -0.23 0.04
H 0.511312 -0.879154 2.216235 0.12 -0.12 0.27
```
Positions in Å, forces in eV/Å.

Calculated values
HOMO energy, eV: -9.54
Structure (SMILES): CNC(=O)C(C)C
2S+1: 1
HOMO-LUMO gap, eV: 10.429
Total energy, Ha: -327.10213

List of Mulliken charges in e, atom by atom: -0.814, -0.149, 0.274, -0.646, 0.556, -1.435, -1.318, 0.358, 0.228, 0.278, 0.257, 0.312, 0.366, 0.301, 0.377, 0.294, 0.368, 0.392

(7)
Computed, not measured: 2 unconnected molecules or ions with the total composition C5H11NO in a non-equilibrium geometry, with ωB97M-V/def2-TZVPD.

XYZ file:
```
18
Properties=species:S:1:pos:R:3:forces:R:3
C -1.985030 -0.629095 -0.571478 -0.08 -0.17 -0.11
C -1.396376 0.719728 -0.227015 0.22 -0.26 0.16
C -0.499549 0.678051 0.987156 0.07 -0.85 0.52
N 0.726185 -0.835783 1.408884 -1.38 2.25 -0.93
C 1.698033 0.047525 0.924669 0.20 0.48 -0.02
O 2.132907 1.017492 1.523890 0.02 -0.69 0.49
C 2.171997 -0.199242 -0.455655 0.46 -0.15 -0.48
H -2.735188 -0.533552 -1.356483 0.05 -0.13 -0.03
H -1.189777 -1.295184 -0.917130 -0.20 -0.08 -0.02
H -2.463085 -1.073350 0.308140 0.09 0.00 -0.14
H -0.907081 1.186470 -1.091327 0.02 -0.17 0.17
H -2.225168 1.402233 0.053074 0.44 -0.12 0.07
H 0.005281 1.646391 1.147419 0.29 -1.09 0.15
H -0.925522 0.260811 1.863432 -1.05 0.47 0.65
H 0.508649 -1.584848 0.720432 0.27 0.94 0.36
H 2.130161 0.707744 -1.058926 -0.11 -0.05 0.06
H 1.628376 -1.021261 -0.917397 0.37 0.00 -0.31
H 3.221978 -0.405587 -0.281504 0.33 -0.39 -0.58
```
Positions in Å, forces in eV/Å.

Calculated values
HOMO energy, eV: -9.32
2S+1: 1
HOMO-LUMO gap, eV: 9.852
Total energy, Ha: -327.01452

List of Mulliken charges in e, atom by atom: -1.136, -0.073, -0.598, -0.730, 0.844, -0.646, -0.996, 0.357, 0.237, 0.312, 0.255, 0.308, 0.352, 0.306, 0.275, 0.277, 0.329, 0.327